The following is a DFT calculation (ωB97M-V with the def2-TZVPD basis set) of a molecular structure, C37H54N5O9P2S2V in a non-equilibrium geometry.

The highest occupied orbital energy (spin up / spin down) is -7.733 / -7.754 eV. Its HOMO-LUMO gap (spin up / spin down) is 3.2562 / 4.6102 eV. The total energy comes out at -4816.39457 hartree. As for the largest force on an atom: 1.00 eV Å⁻¹.

The geometry in ORCA input format:
```
! wB97M-V def2-TZVPD RIJCOSX def2/J DEFGRID3
* xyz 1 2
V -1.384 0.479 -1.285
C -3.740 -0.090 -4.641
C -2.951 0.791 -3.728
O -2.639 0.241 -2.602
C -2.626 2.102 -3.977
C -2.233 2.925 -2.906
C -2.399 4.408 -3.013
N -1.849 2.379 -1.767
N -1.914 3.184 -0.665
C -2.128 2.425 0.373
O -2.208 1.114 0.219
C -2.234 3.008 1.720
C -2.773 2.262 2.764
C -2.841 2.822 4.032
C -2.374 4.109 4.258
C -1.847 4.856 3.209
C -1.786 4.313 1.938
H -4.709 -0.290 -4.181
H -3.226 -1.045 -4.759
H -3.896 0.367 -5.615
H -2.909 2.563 -4.911
H -2.485 4.703 -4.056
H -1.569 4.925 -2.534
H -3.304 4.710 -2.484
H -3.115 1.244 2.595
H -3.263 2.239 4.842
H -2.428 4.539 5.250
H -1.492 5.863 3.385
H -1.382 4.885 1.112
N -0.128 -2.052 -3.393
C -1.271 -2.447 -2.691
C -1.869 -3.630 -3.117
C -2.926 -4.143 -2.389
C -3.345 -3.458 -1.263
C -2.721 -2.269 -0.938
N -1.696 -1.757 -1.642
C 0.557 -0.880 -3.468
C 1.735 -0.893 -4.249
C 2.400 0.275 -4.494
C 1.898 1.460 -3.948
C 0.793 1.383 -3.149
N 0.122 0.233 -2.870
H 0.257 -2.785 -3.967
H -1.489 -4.137 -3.995
H -3.404 -5.065 -2.695
H -4.144 -3.806 -0.624
H -3.019 -1.717 -0.041
H 2.081 -1.835 -4.655
H 3.294 0.275 -5.104
H 2.368 2.416 -4.122
H 0.413 2.269 -2.669
C 0.077 0.651 2.986
C 0.802 1.911 2.598
C 1.566 2.541 3.737
O 1.829 1.597 1.543
P 1.630 1.410 0.019
O 0.203 1.351 -0.423
C 2.502 -0.113 -0.382
P 1.563 -1.512 0.277
O 0.124 -1.292 0.078
O 1.930 -1.695 1.795
C 3.262 -2.024 2.295
C 3.116 -3.189 3.251
C 3.833 -0.802 2.984
O 2.219 -2.726 -0.496
C 1.914 -4.107 -0.081
C 0.729 -4.615 -0.868
C 3.177 -4.907 -0.297
O 2.324 2.579 -0.760
C 3.500 3.384 -0.400
C 4.646 2.530 0.096
C 3.086 4.464 0.573
H -0.692 0.899 3.719
H 0.764 -0.065 3.438
H -0.431 0.181 2.143
H 0.132 2.629 2.131
H 2.368 1.881 4.071
H 0.879 2.691 4.570
H 1.983 3.511 3.470
H 3.516 -0.080 0.023
H 2.581 -0.207 -1.468
H 3.881 -2.307 1.439
H 2.364 -2.954 4.004
H 4.066 -3.372 3.755
H 2.823 -4.105 2.739
H 3.290 -0.602 3.908
H 3.766 0.085 2.353
H 4.880 -0.975 3.234
H 1.659 -4.075 0.979
H 0.954 -4.615 -1.937
H -0.153 -4.005 -0.670
H 0.507 -5.640 -0.567
H 3.454 -4.899 -1.353
H 3.014 -5.941 0.007
H 4.005 -4.505 0.286
H 3.767 3.830 -1.356
H 4.415 2.080 1.064
H 5.525 3.160 0.227
H 4.900 1.752 -0.626
H 2.900 4.047 1.561
H 2.189 4.973 0.220
H 3.886 5.201 0.658
C -5.173 -4.403 2.610
O -4.326 -3.380 2.099
C -4.055 -2.307 2.905
S -4.711 -2.170 4.410
S -3.008 -1.198 2.158
H -5.208 -5.172 1.838
H -6.175 -4.026 2.812
H -4.773 -4.820 3.533
*
```